# 1
12
Properties=species:S:1:pos:R:3:lowdin_charge:R:1 method="wB97M-V/def2-TZVPD" relative_energy_kj_mol=70.8 e_tot_ev=-25826.9699 lumo_energy_ev=3.69 gap_ev=7.92 total_charge=-1
C -0.57 0.51 -0.39 -0.240
C -1.31 1.60 -0.27 -0.791
C -1.20 -1.61 0.49 -0.581
C -2.85 -0.36 -0.59 -0.415
N -0.41 -0.54 0.50 0.044
N -2.46 -1.24 0.12 0.203
O -1.57 2.52 -1.02 -0.063
O -0.89 -2.71 0.95 0.014
O -3.58 0.27 -1.26 0.142
Cl -2.29 1.67 1.39 0.436
H 0.15 0.46 -1.12 0.088
H 0.60 -0.71 0.63 0.163


# 2
10
Properties=species:S:1:pos:R:3:lowdin_charge:R:1 method="wB97M-V/def2-TZVPD" relative_energy_kj_mol=102.4 e_tot_ev=-22286.3066 lumo_energy_ev=-0.94 gap_ev=9.07 total_charge=0
C -0.32 0.65 0.07 -0.067
C -0.22 -0.71 -0.05 -0.097
C -2.27 -0.19 -0.04 -0.386
C -3.67 -0.41 -0.06 -0.730
N -1.66 0.96 0.07 0.150
O -4.16 -1.65 -0.02 -0.031
O -1.41 -1.26 -0.08 0.108
Cl -4.64 0.95 0.10 0.818
H 0.38 1.36 0.16 0.074
H 0.67 -1.41 -0.20 0.162


# 3
8
Properties=species:S:1:pos:R:3:lowdin_charge:R:1 method="wB97M-V/def2-TZVPD" relative_energy_kj_mol=248.0 e_tot_ev=-25985.2248 lumo_energy_ev="-0.81 / -1.02" gap_ev="7.85 / 7.65" total_charge=0
C 1.16 0.21 0.80 0.056
C -1.56 -0.38 0.03 -0.163
C 0.04 -0.10 0.53 -0.070
C -2.89 -0.61 0.22 -0.315
P -4.83 -0.95 0.04 0.367
Cl -5.53 0.93 0.06 0.040
H 2.16 0.43 1.03 0.016
H -1.36 -0.32 -1.05 0.069


# 4
8
Properties=species:S:1:pos:R:3:lowdin_charge:R:1 method="wB97M-V/def2-TZVPD" relative_energy_kj_mol=513.7 e_tot_ev=-25982.4706 lumo_energy_ev="-3.67 / -3.70" gap_ev="4.35 / 4.33" total_charge=0
C 2.64 -0.54 -0.21 -0.188
C -1.74 -1.09 0.14 0.131
C 1.49 -0.87 -0.45 -0.214
C -1.34 0.06 0.17 -0.556
P -0.79 1.58 0.72 0.591
Cl -1.16 2.68 -0.89 0.235
H 3.36 0.02 0.35 -0.039
H -2.46 -1.84 0.18 0.039


# 5
13
Properties=species:S:1:pos:R:3:mulliken_spin:R:1 method="wB97M-V/def2-TZVPD" spin_multiplicity=5 e_tot_ev=-44857.9188 lumo_energy_ev="-13.42 / -11.77" gap_ev="3.56 / 5.21" total_charge=+2
O 2.12 2.51 1.00 -0.048
C 1.78 1.52 0.40 0.003
O 2.40 0.81 -0.35 -0.023
Cr 4.11 2.77 0.57 4.066
O 0.18 0.47 0.82 0.000
H 0.60 -1.38 0.09 0.000
O -2.02 -2.02 -1.18 0.000
O -2.49 -0.31 -0.23 0.000
O -0.94 -0.20 -1.75 0.000
C -0.19 -0.63 0.24 0.001
C -1.59 -1.14 0.46 0.000
C -2.03 -0.75 -1.45 0.000
H -1.93 -1.65 1.37 0.000


# 6
9
Properties=species:S:1:pos:R:3:lowdin_charge:R:1 method="wB97M-V/def2-TZVPD" relative_energy_kj_mol=372.7 e_tot_ev=-11657.6815 lumo_energy_ev=-0.94 gap_ev=8.15 total_charge=0
C -1.35 -1.83 0.24 0.175
C -1.94 -0.59 0.43 -0.222
C -0.79 -0.99 1.33 -0.309
C -2.80 0.36 0.29 -0.068
O -3.58 1.20 0.14 0.245
F -1.10 -1.24 2.64 0.016
F 0.41 0.67 -1.14 -0.068
H 0.14 -0.44 1.27 0.128
H 1.18 0.58 -1.67 0.104


# 7
9
Properties=species:S:1:pos:R:3:lowdin_charge:R:1 method="wB97M-V/def2-TZVPD" relative_energy_kj_mol=33.9 e_tot_ev=-11661.1922 lumo_energy_ev=0.95 gap_ev=10.27 total_charge=0
C 0.87 0.28 -0.36 -0.215
C 0.79 -0.99 0.10 -0.031
C -1.20 -0.07 0.38 -0.029
C -0.41 0.88 -0.17 -0.218
H 1.48 -1.80 0.15 0.133
H -2.23 -0.10 0.73 0.142
O -0.47 -1.21 0.56 0.005
F 1.93 0.88 -0.89 0.103
F -0.76 2.12 -0.50 0.111


# 8
9
Properties=species:S:1:pos:R:3:lowdin_charge:R:1 method="wB97M-V/def2-TZVPD" relative_energy_kj_mol=444.4 e_tot_ev=-11656.9383 lumo_energy_ev=-2.30 gap_ev=8.44 total_charge=0
C -2.23 -1.90 1.00 0.147
C -1.58 -1.10 0.25 -0.192
C -0.97 0.01 -0.14 0.090
C 0.61 0.41 0.07 -0.480
O 1.28 -0.25 -0.89 0.133
F 1.54 0.33 1.21 0.020
F 0.55 1.75 -0.15 0.070
H -1.39 0.92 -0.54 0.120
H 2.19 -0.18 -0.79 0.093


# 9
9
Properties=species:S:1:pos:R:3:lowdin_charge:R:1 method="wB97M-V/def2-TZVPD" relative_energy_kj_mol=695.1 e_tot_ev=-11654.3398 lumo_energy_ev=-2.12 gap_ev=9.01 total_charge=0
C -0.31 -2.31 -0.04 0.228
C -0.29 -1.10 0.23 -0.228
C -0.47 0.22 0.84 0.146
C 0.29 0.29 -0.35 -0.507
O 1.57 0.61 -0.29 0.135
F -2.38 0.60 0.40 -0.270
F -0.37 0.46 -1.52 0.130
H -0.19 0.52 1.85 0.157
H 2.16 0.70 -1.13 0.208


# 10
13
Properties=species:S:1:pos:R:3:lowdin_charge:R:1 method="wB97M-V/def2-TZVPD" e_tot_ev=-25455.2554 lumo_energy_ev="-0.67 / -0.67" gap_ev="7.92 / 7.92" total_charge=0
C -1.93 -0.40 0.13 -0.580
C -3.05 1.42 -0.20 0.048
C -0.79 0.27 -0.16 -0.548
C -4.43 1.88 0.04 -0.608
N -0.82 1.63 -0.33 0.057
N 0.47 -0.27 -0.23 0.116
O -2.01 2.17 -0.31 0.006
F -4.71 3.03 -0.59 0.154
F -5.32 0.97 -0.38 0.140
F -4.69 2.09 1.35 0.144
I -2.83 -2.21 -0.03 0.875
H 0.59 -1.19 0.17 0.094
H 1.22 0.38 -0.11 0.101


# 11
12
Properties=species:S:1:pos:R:3:lowdin_charge:R:1 method="wB97M-V/def2-TZVPD" relative_energy_kj_mol=80.2 e_tot_ev=-26146.1727 lumo_energy_ev="3.52 / 3.52" gap_ev="5.89 / 5.89" total_charge=-1
C 0.89 0.20 1.47 -0.255
C -0.05 -0.36 -0.60 -0.056
C 1.48 1.82 -0.20 -0.838
C -1.35 -0.77 -1.07 -0.656
N 1.51 1.32 0.92 -0.007
N 0.20 -0.67 0.68 -0.068
F -1.71 -0.19 -2.17 0.127
F -1.65 -2.17 -1.26 -0.019
F -2.31 -0.41 -0.13 0.029
S 1.92 2.87 -1.30 0.520
H 1.31 -0.19 2.34 0.044
H -0.25 -1.43 1.32 0.177


# 12
13
Properties=species:S:1:pos:R:3:mulliken_spin:R:1 method="wB97M-V/def2-TZVPD" spin_multiplicity=5 relative_energy_kj_mol=0.0 e_tot_ev=-18261.3288 lumo_energy_ev="-14.40 / -17.74" gap_ev="9.28 / 6.22" total_charge=+3
O -1.46 0.87 -2.48 0.044
C -1.94 1.54 -3.30 0.001
O -2.43 2.16 -4.14 0.014
O 0.90 0.52 2.51 -0.035
C 0.69 -0.74 2.70 0.919
C 0.49 0.96 1.18 0.019
O 0.08 -1.23 1.62 0.037
C 0.25 -0.35 0.47 -0.040
Li 2.19 -2.47 1.80 -0.001
H 1.29 1.55 0.73 0.000
H -0.43 1.54 1.29 0.001
F 1.49 -0.80 -0.09 0.025
Rh -1.24 -0.57 -0.93 3.015


# 13
9
Properties=species:S:1:pos:R:3:mulliken_spin:R:1 method="wB97M-V/def2-TZVPD" spin_multiplicity=9 relative_energy_kj_mol=16.8 e_tot_ev=-29086.0796 lumo_energy_ev="-9.35 / -9.66" gap_ev="6.62 / 6.33" total_charge=+2
H -3.28 -1.51 -0.74 -0.001
O -3.73 1.02 -0.11 0.001
C -3.15 0.06 -0.38 0.000
C -2.43 -1.05 0.12 -0.002
C -1.15 -1.00 0.30 -0.003
C 0.11 -0.58 0.61 0.009
O 1.01 -0.32 -0.24 -0.284
Gd 3.55 -0.17 -0.51 8.290
H 0.34 -0.59 1.69 -0.010


# 14
10
Properties=species:S:1:pos:R:3:mulliken_spin:R:1 method="wB97M-V/def2-TZVPD" spin_multiplicity=2 e_tot_ev=-17882.6120 lumo_energy_ev="-6.67 / -6.77" gap_ev="4.64 / 4.52" total_charge=+1
C -0.90 0.33 0.58 0.051
C 0.28 0.25 1.14 0.161
O -1.95 0.43 0.05 0.090
Hg -4.23 -0.05 -1.01 0.005
H 0.38 0.49 2.20 -0.009
C 1.33 -1.75 0.64 0.072
C 2.38 -1.41 -0.05 0.499
O 2.78 -0.20 -0.37 0.100
Mg 1.83 1.38 0.06 0.046
H 0.76 -2.63 0.90 -0.015


# 15
8
Properties=species:S:1:pos:R:3:mulliken_spin:R:1 method="wB97M-V/def2-TZVPD" spin_multiplicity=3 relative_energy_kj_mol=208.5 e_tot_ev=-10393.5889 lumo_energy_ev="0.39 / -2.75" gap_ev="7.94 / 4.35" total_charge=0
C -2.31 -0.05 0.04 0.343
C -1.59 0.94 -0.38 0.411
C -0.49 0.26 0.12 0.520
C 0.83 -0.13 0.02 -0.021
O 1.86 0.61 0.16 0.184
Hg 3.87 0.30 0.09 0.556
H -3.14 -0.73 0.18 0.006
H 0.97 -1.20 -0.24 0.003


# 16
9
Properties=species:S:1:pos:R:3:lowdin_charge:R:1 method="wB97M-V/def2-TZVPD" relative_energy_kj_mol=410.6 e_tot_ev=-13431.0540 lumo_energy_ev="-8.18 / -7.67" gap_ev="5.17 / 6.20" total_charge=+1
O 2.31 0.12 1.35 0.135
C 1.47 -0.29 0.53 -0.181
H 1.64 -1.26 -0.01 0.155
C -1.02 -0.13 -0.87 -0.290
C -0.77 1.07 -0.08 -0.204
C 0.16 0.19 0.38 0.033
O -0.74 1.87 1.07 0.160
In -2.39 -1.49 -0.45 1.081
H -0.66 -0.07 -1.91 0.110


# 17
13
Properties=species:S:1:pos:R:3:mulliken_spin:R:1 method="wB97M-V/def2-TZVPD" spin_multiplicity=2 e_tot_ev=-21615.7126 lumo_energy_ev="-11.85 / -11.94" gap_ev="6.92 / 8.16" total_charge=+2
O -0.68 0.03 3.05 0.056
C -0.73 0.35 1.84 -0.048
O -1.72 0.97 1.38 0.053
In -2.37 0.97 3.21 0.923
O 0.33 0.02 1.05 0.011
H -0.12 1.32 -0.48 0.000
O -0.22 -1.57 -3.03 0.001
O 1.49 -1.12 -1.68 0.001
O -0.55 -0.66 -1.01 0.001
C 0.29 0.32 -0.33 0.001
C 1.61 0.04 -0.98 0.001
C 0.17 -1.32 -1.92 0.000
H 2.50 0.66 -1.09 0.000


# 18
10
Properties=species:S:1:pos:R:3:mulliken_spin:R:1 method="wB97M-V/def2-TZVPD" spin_multiplicity=2 e_tot_ev=-13162.3508 lumo_energy_ev="-4.37 / -4.37" gap_ev="5.62 / 5.60" total_charge=+1
H -3.10 1.33 0.92 0.859
C -1.38 0.11 0.09 -0.086
C -0.41 0.97 -0.23 0.141
C 0.95 0.66 0.06 -0.002
C 2.10 0.24 0.18 0.072
O 3.28 -0.13 0.21 0.037
O -1.88 -0.97 0.13 -0.013
Tl -3.36 -2.84 -0.81 0.001
Li 4.54 -1.34 0.02 0.001
H -0.74 1.96 -0.56 -0.009


# 19
11
Properties=species:S:1:pos:R:3:lowdin_charge:R:1 method="wB97M-V/def2-TZVPD" relative_energy_kj_mol=399.5 e_tot_ev=-13297.2201 lumo_energy_ev=-1.76 gap_ev=8.54 total_charge=0
C 0.69 0.68 -0.31 -0.309
C -0.76 1.10 -0.06 0.096
C -1.59 0.02 0.35 -0.059
C 1.42 -0.68 0.09 -0.412
H -0.85 2.10 -0.04 0.073
H -2.50 -0.01 0.97 0.125
N -0.87 -1.15 0.32 0.019
N -0.43 -1.33 -0.86 0.140
O 1.44 1.57 -0.57 0.140
O 0.98 -1.73 -0.62 0.049
O 2.47 -0.57 0.72 0.138


# 20
11
Properties=species:S:1:pos:R:3:lowdin_charge:R:1 method="wB97M-V/def2-TZVPD" relative_energy_kj_mol=144.5 e_tot_ev=-13299.8630 lumo_energy_ev=0.29 gap_ev=10.09 total_charge=0
C 1.02 0.59 -0.44 -0.402
C -0.17 -0.61 0.93 -0.320
C -0.38 0.20 -0.21 -0.076
C -1.63 0.24 -0.81 -0.159
H 2.38 1.77 -1.15 0.215
H -1.94 -1.57 1.04 0.219
N 1.90 0.08 0.42 0.138
N -2.70 -0.04 -1.33 0.144
O 1.51 1.23 -1.45 0.089
O 1.10 -0.63 1.35 0.048
O -1.10 -1.27 1.64 0.106